Molecular formula: C7H14N2
Method: DFT, wB97M-V/def2-TZVPD

HOMO level: -0.2400 Ha
Multiplicity: 1
LUMO level: 0.76 eV

Positions of all 23 atoms, in Å:
H 1.0246 -0.4169 2.0324
H 0.1754 1.1237 1.6634
H 3.0563 -0.0165 -0.3505
H -3.1428 1.3900 -0.1397
H 2.3869 -1.6087 0.0162
H -4.1285 0.3602 0.9306
C -0.2665 -0.9368 -0.3500
H 0.7025 0.9787 -2.1042
C 0.9115 -0.0223 -0.1937
N -0.1865 -2.1317 -1.0671
H 2.2670 -0.9379 -1.6244
H 0.7150 -2.5789 -1.0635
H 1.9058 1.0019 1.4431
H -3.1110 1.6468 1.5993
N -1.4005 -0.5479 0.0989
C 0.7198 1.2368 -1.0462
H 1.5275 1.9427 -0.8712
C 0.9741 0.4455 1.3732
H -0.9328 -2.7776 -0.8523
C 2.2327 -0.6950 -0.5627
C -3.1684 0.8902 0.8262
C -2.0463 -0.0667 1.0435
H -0.2157 1.7204 -0.8013

Atomic forces in eV per Å
H -0.144 -0.018 0.072
H -0.170 -0.256 -0.097
H 0.058 0.004 0.007
H -0.113 0.089 -0.367
H 0.092 0.026 0.011
H 0.330 0.147 0.081
C -0.993 -0.128 -0.222
H 0.014 0.015 -0.106
C 0.242 0.865 1.788
N 0.056 0.086 0.016
H 0.000 -0.045 -0.071
H 0.056 0.055 -0.007
H 0.153 0.041 0.176
H -0.190 0.081 0.239
N 1.291 -0.439 -0.692
C 0.074 -0.280 -0.037
H 0.160 0.078 0.017
C 0.546 -0.358 -1.994
H -0.009 0.031 -0.008
C -0.216 -0.050 0.142
C -0.025 -0.044 -0.411
C -0.967 -0.038 1.389
H -0.246 0.139 0.075

Molecular formula: C27H24AuBr2FN5O3
Method: DFT, wB97M-V/def2-TZVPD

HOMO level: -0.5925 Ha
Net charge: +3
Multiplicity: 1
LUMO level: -9.66 eV

Positions of all 63 atoms, in Å:
H -8.7627 0.1004 6.9449
H 0.1058 -4.1558 3.9837
C -1.9684 -4.4946 6.8344
H -2.6849 -5.2727 4.8647
H -1.4156 -1.8193 -0.9212
H -1.7325 -3.5254 7.2537
C -0.8563 -5.2148 6.1360
Au 1.0579 0.1520 1.6418
H -5.8745 -2.2109 8.3564
C -0.5718 -3.3193 3.8703
N -6.0630 -1.5796 5.7167
C -1.9710 -4.6108 5.3379
O 2.1765 -2.4194 3.0283
C -3.3234 -0.2324 3.6228
C 1.1377 -2.2607 2.5604
H 3.3442 2.0073 1.4606
C -1.0986 -1.0973 3.0251
C -2.6660 -2.3900 4.4515
H 5.7321 1.9308 0.8579
H -8.6636 -1.8273 8.4536
H -4.0461 -3.3835 5.7104
C -6.9465 -0.4156 5.9244
H -7.4675 -0.7437 8.6749
N -1.7118 -3.4154 4.5381
O 2.7277 -2.2233 0.2315
C 5.1104 1.0562 0.7371
H -8.8239 -1.4867 6.1824
Br 7.4290 -0.2789 -0.2127
H -2.6961 -5.0754 7.3836
C -0.6503 -2.4274 -0.4516
C -0.2388 -2.2340 3.0757
H -0.8215 -6.2932 6.1844
C 5.6286 -0.1458 0.2460
H -7.3131 -0.0116 4.9843
C 1.4260 -2.5565 0.4780
N -7.8174 -1.4488 8.0239
N 0.4759 -1.8232 -0.1346
H 2.0770 -4.4788 1.1965
C 0.0850 -4.5562 0.3533
C 3.4568 -1.0961 0.4529
C 1.2754 -3.9422 0.7051
H -5.7730 -3.5822 6.3094
H -7.1508 -3.4400 8.3522
C 3.7882 1.1034 1.0706
H -3.1338 0.6567 3.0364
C -8.1826 -0.7917 6.7187
F -5.4079 0.6213 4.0933
N 2.9519 0.0390 0.9312
O -0.8011 0.0043 2.4854
C -3.8819 -2.4955 5.1249
C 4.7932 -1.2338 0.1065
H 0.1106 -4.7297 6.1355
H -1.8020 -4.2355 -0.6240
H 5.1465 -2.1819 -0.2711
C -6.5147 -2.7950 6.3757
C -0.8847 -3.7910 -0.2623
C -4.8551 -1.4906 5.0622
H -6.4057 0.3870 6.4332
C -4.5152 -0.3625 4.2598
Br -0.1526 -6.3878 0.6582
C -6.7782 -2.5481 7.8541
C -2.3640 -1.2510 3.6920
H -7.4061 -3.1923 5.8839

Atomic forces in eV per Å
H -0.004 0.004 -0.011
H -0.014 -0.013 -0.022
C -0.004 0.009 -0.013
H 0.006 0.004 -0.017
H 0.062 0.043 -0.021
H 0.001 -0.006 0.006
C -0.003 0.003 -0.008
Au -0.003 -0.050 0.186
H 0.006 -0.012 0.007
C -0.124 -0.193 -0.079
N -0.071 0.013 0.001
C -0.025 -0.022 0.026
O 0.436 -0.236 -0.509
C -0.023 0.031 -0.027
C -0.707 0.637 1.749
H -0.004 -0.009 0.006
C -0.001 0.121 -0.158
C -0.062 0.072 -0.062
H 0.002 -0.003 -0.004
H 0.003 0.008 0.009
H 0.006 0.028 -0.002
C -0.006 -0.008 -0.011
H -0.002 0.003 -0.004
N 0.175 0.052 0.010
O 0.231 0.017 0.794
C 0.041 0.008 -0.016
H 0.001 0.001 -0.003
Br -0.111 0.010 0.027
H -0.002 0.009 0.000
C -0.104 0.414 0.117
C 0.124 -0.184 -0.219
H 0.011 0.003 -0.010
C 0.121 0.054 -0.001
H 0.008 0.006 -0.022
C -0.051 -0.656 -2.443
N -0.018 0.014 0.015
N 0.032 -0.060 0.134
H 0.086 -0.085 -0.220
C -0.121 -0.079 0.058
C 0.261 0.258 -0.155
C 0.119 0.187 0.789
H -0.012 0.009 0.012
H 0.011 -0.012 -0.014
C -0.032 0.025 -0.006
H -0.003 0.000 0.013
C 0.002 -0.008 -0.012
F -0.012 -0.002 0.039
N 0.012 -0.004 -0.011
O -0.067 -0.037 -0.068
C -0.020 -0.056 -0.011
C -0.079 -0.046 -0.037
H -0.003 -0.005 0.008
H -0.021 0.002 0.044
H -0.018 0.001 -0.011
C 0.023 -0.019 0.054
C -0.135 -0.294 0.044
C 0.050 -0.007 -0.016
H 0.013 -0.006 0.004
C -0.001 0.016 0.013
Br 0.008 0.093 0.002
C 0.008 0.003 -0.018
C 0.005 -0.052 0.087
H 0.000 0.007 -0.012

LUMO level of number 1 (C7H14N2)? 0.76 eV